Record 1
{
  "formula": "C21H40Cl3N4NdO3SSi",
  "method": "wB97M-V/def2-TZVPD",
  "symbols": ["C", "C", "H", "H", "H", "C", "C", "H", "H", "H", "H", "Nd", "Cl", "Cl", "H", "H", "C", "C", "N", "H", "C", "O", "H", "H", "H", "H", "H", "H", "C", "C", "N", "H", "C", "O", "H", "H", "H", "H", "O", "C", "C", "C", "H", "C", "H", "C", "H", "C", "C", "H", "H", "H", "Si", "Cl", "C", "C", "C", "H", "H", "H", "H", "H", "H", "H", "H", "H", "N", "C", "N", "S", "H", "H", "H", "H"],
  "coordinates": [[-2.100271, -2.519574, -5.428564], [-1.384393, -2.710673, -4.118386], [-2.419226, -3.507495, -5.810353], [-1.402881, -2.143276, -6.200327], [-2.975935, -1.839924, -5.397660], [-0.375000, -3.560334, -4.013434], [-0.097049, -4.577017, -5.044203], [0.346328, -3.500441, -3.211160], [0.574620, -4.209220, -5.817708], [-1.029872, -4.874157, -5.521595], [0.381550, -5.440268, -4.601381], [0.668902, 1.968460, 0.812556], [-1.678825, 3.086020, 0.588232], [1.747229, 3.997704, -0.453031], [1.769740, 6.229687, 3.540442], [-1.462590, 6.712442, 3.007041], [1.432524, 6.001114, 2.510278], [-1.021428, 6.245348, 2.121505], [0.098102, 5.388042, 2.511874], [2.192460, 5.363283, 2.027453], [-0.163153, 4.152472, 2.896116], [0.692671, 3.176256, 2.958057], [-1.787379, 5.649340, 1.627568], [-1.233491, 3.985195, 3.058012], [1.305891, 6.940961, 1.941881], [-0.607422, 6.985787, 1.434992], [2.353024, -0.452739, -3.019992], [2.596465, -3.167324, -2.301105], [3.121795, -0.403378, -2.251221], [3.212446, -2.722095, -1.513532], [2.806862, -1.359581, -1.208820], [3.207463, 0.609268, -1.854341], [2.463141, -1.007169, 0.024726], [2.284892, 0.180716, 0.404308], [3.124562, -3.326752, -0.609577], [2.348321, -1.857935, 0.701950], [4.059784, -0.715284, -2.713491], [4.243297, -2.714915, -1.876349], [-0.816985, -0.613303, -3.478404], [-1.719787, -1.653133, -3.039060], [-0.291268, -2.365797, -1.119504], [-1.571579, -2.144389, -1.623409], [0.527905, -1.811481, -1.600129], [-0.080549, -3.251198, -0.072376], [-2.776230, -1.341803, -3.153757], [-2.645393, -2.425207, -0.764609], [0.943781, -3.613222, 0.133399], [-1.176421, -3.739937, 0.624757], [-2.451058, -3.174338, 0.401143], [-3.635677, -2.049670, -1.066313], [-1.051230, -4.588695, 1.318057], [-3.268935, -3.379296, 1.105456], [-0.719872, 1.029336, -3.737922], [-0.565445, 0.683024, -1.009073], [1.110602, 1.332504, -4.001034], [-1.555250, 2.692542, -3.080221], [-1.863927, 0.725166, -5.189722], [1.702581, 1.482440, -3.090413], [1.353404, 2.202376, -4.628203], [1.512759, 0.453269, -4.518353], [-1.344897, -0.021968, -5.794732], [-2.115540, 1.579936, -5.803756], [-2.800486, 0.276509, -4.841104], [-2.475132, 2.533370, -2.488288], [-1.903182, 3.265932, -3.952613], [-0.911515, 3.382468, -2.502331], [0.501586, -1.854374, 3.750890], [0.163250, -0.651039, 3.276582], [0.519553, 0.433007, 3.976894], [-0.720812, -0.543090, 1.850763], [1.107534, -2.032595, 4.520036], [0.263773, -2.646049, 3.184784], [0.312820, 1.383553, 3.658024], [1.121964, 0.365409, 4.784578]],
  "atomic_forces_ev_per_a": [[-0.48, -0.66, -0.58], [-0.69, 0.83, 0.66], [-0.18, 0.46, 0.08], [-0.29, -0.03, 0.39], [0.60, -0.52, 0.13], [0.01, 0.14, 0.20], [0.15, -0.17, -0.49], [-0.39, -0.15, 0.47], [0.11, 0.07, -0.26], [0.18, -0.25, -0.11], [0.04, -0.34, 0.05], [-0.11, -0.09, -0.40], [-0.47, 0.61, 0.55], [0.31, -0.04, 0.00], [-0.32, -0.09, -0.46], [0.10, 0.26, -0.17], [0.27, 0.05, -0.24], [-0.11, -0.04, 0.43], [0.48, -0.38, 0.59], [-0.53, 0.23, 0.08], [0.83, -1.00, -0.79], [-1.33, 1.86, 0.39], [0.15, -0.01, -0.14], [0.30, -0.31, 0.07], [0.50, -0.54, 0.35], [-0.41, -0.05, 0.09], [0.06, 0.05, 0.19], [-0.10, 0.17, 0.12], [-0.10, -0.03, -0.21], [-0.24, -0.18, 0.13], [0.68, -0.02, 0.49], [-0.10, -0.22, 0.00], [-0.06, 1.34, -0.13], [0.39, -1.32, -0.26], [0.11, -0.07, -0.17], [-0.08, 0.15, 0.16], [0.10, 0.18, 0.08], [-0.02, -0.07, 0.21], [0.30, -1.25, 2.06], [0.50, 0.84, -1.21], [0.45, 0.04, -0.54], [0.59, 0.08, 0.90], [-0.43, -0.74, 0.02], [0.22, -0.22, -0.25], [0.33, 0.03, -0.17], [-0.16, 0.08, -0.56], [-0.69, 0.24, 0.07], [-0.58, -0.28, 0.39], [0.52, -0.53, -0.20], [0.38, -0.33, 0.33], [-0.10, 0.75, -0.04], [0.31, 0.00, -0.55], [-1.77, 1.45, 0.04], [0.33, -0.27, -0.38], [0.35, 0.12, -0.48], [0.14, -0.29, 0.12], [0.45, 0.58, -1.08], [-0.59, 0.03, -0.11], [-0.41, -0.13, 0.02], [0.01, 0.13, -0.05], [-0.29, 0.13, -0.24], [-0.12, 0.25, -0.29], [0.18, 0.14, 0.14], [0.48, -0.17, -0.06], [0.23, -0.26, -0.12], [-0.15, -0.58, -0.07], [0.09, -0.59, -0.05], [-0.58, 0.31, -0.39], [0.50, 0.45, 0.40], [0.16, 0.51, 0.45], [0.27, 0.24, 0.50], [-0.16, -0.07, -0.18], [-0.06, -0.45, 0.17], [-0.08, -0.07, -0.09]],
  "homo_lumo_gap_ha": [0.291, 0.292],
  "relative_energy_kj_mol": 2.8,
  "spin_multiplicity": 4
}


Record 2
{
  "formula": "C10H14NSe",
  "method": "wB97M-V/def2-TZVPD",
  "symbols": ["C", "C", "C", "C", "C", "C", "C", "C", "C", "C", "N", "Se", "H", "H", "H", "H", "H", "H", "H", "H", "H", "H", "H", "H", "H", "H"],
  "coordinates": [[0.671070, 2.784575, 0.088687], [-0.647238, 2.213757, -0.124415], [1.547957, 0.495249, 0.221567], [1.784150, 1.891672, 0.101381], [0.245725, -0.064609, 0.005381], [-0.773881, 0.824848, -0.188299], [0.253914, -1.608279, 0.093317], [3.130603, 2.557927, 0.165173], [-1.378193, -3.127835, -1.172795], [-2.019308, -1.827713, 0.726016], [-1.012276, -2.175054, -0.068757], [-2.874394, 0.461416, -0.249980], [0.700507, 3.874708, 0.196447], [-1.546664, 2.842899, -0.092640], [2.432537, -0.124847, 0.183095], [0.586667, -1.592723, 1.166381], [0.996579, -2.097661, -0.467595], [2.924636, 3.548664, 0.530547], [3.890082, 1.905338, 0.668590], [3.676508, 2.665586, -0.803820], [-2.547471, -3.009011, -1.240015], [-0.908540, -2.832756, -2.165069], [-1.096405, -4.181118, -1.007399], [-2.911847, -2.491945, 0.599363], [-1.804214, -1.290445, 1.687865], [-3.320502, 0.357355, 1.146970]],
  "atomic_forces_ev_per_a": [[-2.39, -1.98, -0.92], [2.47, 0.90, 1.00], [-0.78, 1.58, -1.84], [-1.12, 0.35, 0.64], [2.29, 0.01, -0.47], [-2.97, 0.73, 0.72], [0.52, 2.85, 2.60], [1.16, -1.58, -0.82], [-1.42, 0.99, -1.16], [0.92, -1.20, -0.21], [-3.12, -1.64, 0.60], [1.41, -0.68, -0.55], [0.50, -0.52, -0.14], [0.61, -0.25, -0.24], [-0.05, -0.37, 0.37], [-0.38, -1.26, -0.69], [0.79, -0.35, -0.99], [0.79, 0.29, 0.60], [-0.80, 0.98, 0.47], [-1.05, 0.04, 0.17], [2.45, -0.58, -0.31], [-0.61, -0.02, 1.34], [-0.07, 0.58, 0.46], [0.64, 1.30, 0.41], [-0.25, -0.59, -1.20], [0.46, 0.41, 0.16]],
  "homo_lumo_gap_ha": 0.304,
  "charge": 1,
  "relative_energy_kj_mol": 128.9
}


Record 3
{
  "formula": "C5H11N3",
  "method": "wB97M-V/def2-TZVPD",
  "symbols": ["C", "C", "N", "C", "C", "N", "C", "N", "H", "H", "H", "H", "H", "H", "H", "H", "H", "H", "H"],
  "coordinates": [[-0.853898, 1.298329, 0.850430], [-2.110199, -0.370166, -0.339257], [-0.810879, 0.220571, -0.118867], [0.275290, -0.654726, -0.022734], [1.612863, -0.008184, -0.053166], [1.688265, 1.124694, -0.827063], [0.210170, -1.986799, -0.048921], [2.560552, -0.514178, 0.615638], [2.597855, 1.484769, -1.065753], [0.936013, 1.318829, -1.465706], [3.451604, -0.033010, 0.510850], [-1.483169, 2.101910, 0.463169], [0.146211, 1.685271, 1.024837], [-2.058928, -1.045747, -1.191487], [-2.483283, -0.923328, 0.532897], [-2.816429, 0.428598, -0.568138], [-1.268386, 0.963915, 1.810763], [-0.713745, -2.535057, -0.048058], [1.120093, -2.555691, -0.059434]],
  "atomic_forces_ev_per_a": [[-0.03, 0.11, 0.17], [0.05, 0.02, -0.12], [-0.04, -0.02, -0.19], [-0.36, -0.30, -0.11], [0.35, 0.33, -0.11], [0.04, 0.24, -0.19], [-0.03, 0.12, 0.06], [0.38, -0.42, 0.49], [-0.09, -0.07, 0.04], [-0.01, -0.05, 0.00], [-0.11, 0.11, -0.17], [0.03, 0.02, 0.06], [-0.05, 0.07, 0.02], [-0.06, -0.04, 0.00], [0.01, -0.03, 0.02], [-0.03, -0.04, 0.02], [0.00, -0.01, 0.01], [-0.25, 0.00, 0.00], [0.22, -0.04, -0.01]],
  "smiles": "[H]/N=C(\\N)C(=C)N(C)C",
  "homo_lumo_gap_ha": 0.337,
  "relative_energy_kj_mol": 88.2
}


Record 4
{
  "formula": "C29H65BrO9Si2",
  "method": "wB97M-V/def2-TZVPD",
  "symbols": ["C", "C", "C", "Si", "O", "Si", "Br", "C", "C", "C", "C", "C", "C", "C", "C", "C", "C", "H", "H", "H", "H", "H", "H", "H", "H", "H", "H", "H", "H", "H", "H", "H", "H", "H", "H", "H", "H", "H", "H", "H", "H", "H", "C", "O", "C", "C", "O", "C", "H", "H", "H", "H", "H", "H", "H", "H", "H", "H", "C", "O", "C", "C", "O", "C", "H", "H", "H", "H", "H", "H", "H", "H", "H", "H", "C", "O", "C", "C", "O", "C", "H", "H", "H", "H", "H", "H", "H", "H", "H", "H", "C", "O", "C", "C", "O", "C", "H", "H", "H", "H", "H", "H", "H", "H", "H", "H"],
  "coordinates": [[3.759993, 1.686017, -1.491524], [4.245747, 1.321390, -2.529009], [4.809877, 0.722237, -3.732023], [3.583088, 0.447623, -5.132459], [2.346384, -0.628531, -4.763305], [1.047444, -0.122171, -3.832660], [0.553821, 2.063883, -3.977382], [-0.530476, -1.082258, -4.195676], [-1.327900, -1.140227, -2.876037], [-2.676271, -1.854523, -2.976833], [-3.318710, -1.822639, -1.578907], [-3.581461, -1.300739, -4.104803], [-4.827119, -0.516078, -3.645817], [-4.579482, 0.894950, -3.102051], [-4.613884, 1.929666, -3.939669], [-3.961611, 1.935719, -5.301530], [-5.363658, 3.194720, -3.588823], [3.645949, 2.162187, -0.555798], [5.551608, 1.428015, -4.117881], [5.350904, -0.181376, -3.455832], [4.348566, -0.173445, -6.236614], [3.111678, 1.732976, -5.675335], [1.397206, -0.403508, -2.427433], [-0.337344, -2.062958, -4.632744], [-1.044867, -0.496955, -4.960496], [-1.444686, -0.109272, -2.524440], [-0.681201, -1.640853, -2.153468], [-2.463456, -2.896782, -3.224643], [-3.413291, -0.773019, -1.303043], [-2.574320, -2.227085, -0.894498], [-4.255854, -2.363384, -1.512999], [-3.943328, -2.161455, -4.674885], [-3.045889, -0.690366, -4.821006], [-5.447309, -0.382248, -4.531934], [-5.447081, -1.078972, -2.954730], [-4.412751, 1.049577, -2.042218], [-4.682536, 1.570927, -6.043729], [-3.086373, 1.297775, -5.355314], [-3.643062, 2.944709, -5.544827], [-4.715616, 4.004475, -3.238374], [-5.889072, 3.556461, -4.472278], [-6.124688, 3.002103, -2.841277], [5.139862, 2.866833, 3.512201], [5.092175, 2.939361, 2.097175], [5.820849, 4.038945, 1.568962], [7.217783, 3.648786, 1.127964], [8.023639, 3.200546, 2.208585], [8.036994, 1.789428, 2.348086], [4.885332, 1.848589, 3.803799], [6.130772, 3.105387, 3.902603], [4.406288, 3.553162, 3.948650], [5.856891, 4.858603, 2.294109], [5.270478, 4.397027, 0.693638], [7.706037, 4.534617, 0.711686], [7.178092, 2.888104, 0.341540], [8.761252, 1.353665, 1.651424], [7.056951, 1.343959, 2.169857], [8.346239, 1.557116, 3.366670], [-3.839455, -7.239988, 0.188993], [-2.856640, -7.383015, 1.205102], [-1.626350, -6.749580, 0.889109], [-1.521318, -5.365704, 1.501503], [-2.504719, -4.478149, 0.994519], [-3.655208, -4.407198, 1.818478], [-4.815380, -7.419034, 0.638142], [-3.835998, -6.239626, -0.246950], [-3.670223, -7.978399, -0.602227], [-1.483970, -6.707153, -0.195507], [-0.828309, -7.373337, 1.303547], [-0.545194, -4.943539, 1.244141], [-1.582758, -5.420010, 2.593331], [-3.472372, -3.707888, 2.643044], [-3.941086, -5.376193, 2.227118], [-4.479004, -4.029905, 1.213605], [-9.219206, -7.290167, 3.673804], [-8.151934, -7.128362, 4.593255], [-6.943478, -7.734071, 4.162163], [-6.009541, -6.748826, 3.485950], [-6.561349, -6.210322, 2.288432], [-7.198903, -4.959090, 2.494268], [-9.964865, -6.526006, 3.889577], [-8.891532, -7.176760, 2.638879], [-9.677520, -8.276656, 3.799846], [-7.154808, -8.583145, 3.504189], [-6.445062, -8.123166, 5.054900], [-5.092614, -7.278373, 3.206508], [-5.730776, -5.943433, 4.173142], [-6.450393, -4.159302, 2.491634], [-7.757765, -4.920449, 3.430343], [-7.891084, -4.793142, 1.669353], [8.257148, 7.225863, 2.920482], [7.223971, 7.559053, 2.004476], [6.073313, 8.096887, 2.637011], [6.058865, 9.614094, 2.622209], [7.135627, 10.175709, 3.355466], [8.249521, 10.512465, 2.544691], [9.191755, 7.170107, 2.363963], [8.363046, 7.972567, 3.709203], [8.057611, 6.248550, 3.373168], [5.986917, 7.717019, 3.660430], [5.203787, 7.738952, 2.076479], [5.135729, 9.954809, 3.100249], [6.060797, 9.991247, 1.594534], [8.085677, 11.487897, 2.074172], [8.440342, 9.768726, 1.769428], [9.124863, 10.576581, 3.189886]],
  "atomic_forces_ev_per_a": [[0.70, 0.29, -0.39], [-0.25, -0.45, 0.21], [-0.22, 0.48, 0.19], [0.42, -0.79, -0.70], [-0.23, 1.70, 0.33], [-0.22, -1.30, 0.21], [0.14, -0.30, -0.06], [0.40, 0.70, -0.10], [0.41, 0.04, -0.77], [-0.05, 0.21, 0.09], [0.98, 0.28, -0.50], [-0.74, -0.69, 0.53], [1.46, 0.51, -0.48], [-0.09, -1.19, -0.30], [0.23, 1.12, 0.06], [-1.13, -0.77, -0.22], [0.86, 0.37, 0.48], [-0.47, 0.02, 0.41], [0.07, -0.07, -0.22], [-0.06, -0.18, -0.13], [0.00, -0.11, 0.09], [-0.16, 0.02, 0.25], [0.11, 0.27, -0.01], [0.10, -0.10, 0.15], [-0.17, -0.09, -0.02], [-0.24, 0.00, 0.12], [-0.20, -0.09, 0.25], [0.09, -0.08, 0.00], [-0.47, -0.01, 0.17], [-0.26, -0.33, 0.25], [-0.09, 0.00, 0.12], [-0.02, 0.00, -0.08], [0.21, 0.05, 0.03], [-0.07, -0.01, -0.08], [0.12, -0.04, 0.27], [-1.28, 0.08, 0.30], [0.19, 0.26, -0.35], [0.04, -0.08, 0.12], [-0.15, 0.15, -0.11], [-0.05, 0.13, -0.07], [0.08, -0.01, -0.17], [0.04, -0.01, 0.21], [-0.14, 0.01, -0.01], [0.17, 0.00, 0.05], [-0.16, -0.12, -0.17], [0.19, 0.20, 0.10], [-0.24, -0.07, 0.03], [0.18, 0.01, -0.02], [-0.05, 0.01, -0.04], [0.02, 0.01, -0.04], [0.03, 0.01, 0.06], [0.08, -0.01, 0.01], [0.03, 0.03, 0.00], [-0.03, 0.01, -0.01], [-0.08, -0.03, 0.02], [-0.04, -0.07, 0.00], [-0.03, 0.05, -0.01], [0.05, 0.04, -0.01], [-0.03, -0.17, -0.01], [-0.03, 0.18, -0.07], [-0.02, -0.18, 0.25], [0.10, 0.15, -0.25], [-0.04, -0.23, 0.04], [0.01, 0.29, 0.06], [0.02, 0.00, 0.02], [0.02, 0.01, 0.03], [0.00, 0.04, -0.04], [-0.04, 0.08, -0.01], [0.01, 0.01, -0.01], [0.01, -0.02, 0.02], [-0.03, -0.07, 0.00], [-0.08, -0.02, 0.04], [0.04, -0.04, -0.07], [0.04, 0.03, -0.03], [-0.05, -0.06, 0.10], [0.04, 0.07, -0.19], [-0.02, 0.09, 0.25], [0.07, -0.18, -0.31], [-0.16, -0.01, 0.32], [0.11, 0.09, -0.17], [0.01, -0.02, 0.06], [0.04, 0.00, 0.01], [-0.02, -0.01, -0.06], [0.02, 0.04, -0.07], [0.02, -0.01, -0.02], [0.01, 0.01, 0.01], [-0.07, 0.00, 0.04], [-0.06, 0.07, 0.06], [0.02, -0.09, 0.02], [0.05, -0.03, -0.04], [-0.01, -0.16, -0.04], [0.05, 0.11, 0.14], [-0.04, -0.08, -0.28], [-0.03, 0.08, 0.26], [0.07, -0.20, -0.12], [-0.02, 0.17, 0.05], [-0.03, -0.04, -0.04], [-0.03, 0.03, -0.02], [0.04, 0.00, 0.04], [0.03, 0.07, 0.04], [-0.02, 0.02, 0.02], [-0.02, -0.01, -0.03], [0.02, -0.07, -0.04], [0.05, -0.02, -0.06], [-0.05, -0.04, 0.02], [-0.04, 0.03, 0.03]],
  "homo_lumo_gap_ha": 0.314
}